# 1
The following is a quantum chemistry calculation of a molecular structure, C7H16CuN3O7PS2, from OMol25.

Atoms and positions in Å:
Cu -0.09761 0.30254 -0.65489
O -0.65212 2.15679 2.17409
S -0.59758 1.33247 0.99068
O -1.83239 1.33248 0.16301
O -0.26795 -0.09281 1.36077
O 0.50908 1.92040 0.05819
C 4.66081 1.15260 1.81736
N 3.86205 0.01753 2.45659
C 4.48585 -1.31362 2.03272
N 4.60431 -1.41303 0.62332
C 5.36396 -0.28950 0.08110
N 4.74404 0.98853 0.41290
C 3.45820 1.18489 -0.27964
P 2.18936 -0.09544 0.17138
C 2.42432 0.07196 2.02424
C 3.30480 -1.57016 -0.06041
H 5.65645 1.12402 2.26220
H 4.16295 2.08644 2.07281
H 3.91719 0.09989 3.47185
H 3.84422 -2.10461 2.41727
H 5.46812 -1.36534 2.50422
H 5.41889 -0.38897 -1.00072
H 6.37484 -0.31288 0.49382
H 3.60806 1.13337 -1.35670
H 3.04829 2.16613 -0.04130
H 1.86048 -0.71526 2.52109
H 1.97120 1.01924 2.32232
H 3.47172 -1.68739 -1.13120
H 2.80361 -2.47055 0.29816
C -1.02977 0.63421 -2.91815
S 0.19701 -0.62883 -2.41922
O 1.51153 0.05767 -2.20189
O 0.28538 -1.47973 -3.57774
O -0.31629 -1.41268 -1.23125
H -0.47499 1.52149 -3.21184
H -1.76854 0.87240 -2.15588
H -1.51069 0.18453 -3.78076

Calculated values
Expectation value of S²: 0.75
HOMO-LUMO gap (alpha / beta): 7.994 / 6.826 eV
LUMO (alpha / beta): -0.558 / -1.580 eV
DFT total energy: -101914.8951 eV
E_HOMO (alpha / beta): -8.6 / -8.4 eV
Spin multiplicity: 2


# 2
The following is a quantum chemistry calculation of a single C3H5NO2 molecule, from OMol25.

Atoms and positions in Å:
O -2.12612 0.88751 1.17046
C -1.25070 0.54508 0.42646
N -0.01633 1.15107 0.21192
C 0.94392 0.08617 -0.03694
C 0.03169 -0.97996 -0.66077
O -1.29513 -0.59348 -0.30572
H 0.22782 1.84752 0.90258
H 1.80378 0.36314 -0.65648
H 1.35999 -0.28631 0.91250
H 0.18328 -1.96321 -0.21810
H 0.13779 -1.05754 -1.74591

Calculated values
HOMO-LUMO gap: 10.882 eV
Energy above the lowest of the compared OMol25 structures with the same formula, charge and spin: 7.60 kcal per mole
LUMO: 0.780 eV
SMILES: O=C1NCCO1
DFT total energy: -8777.3651 eV
E_HOMO: -10.1 eV
Spin multiplicity: 1


# 3
The following is a quantum chemistry calculation of 2 unconnected molecules or ions with the total composition C10H26N4OP, from OMol25.

Atoms and positions in Å:
C -0.32587 0.29639 -0.97404
C -0.26129 1.72562 -0.42953
P -1.57708 2.81201 -1.07107
C -1.03151 4.42711 -0.43243
N -2.99600 2.51446 0.02231
C -4.25503 3.05839 -0.50838
C -5.20137 1.82868 -0.59834
N -4.40483 0.71197 -0.05772
C -3.26740 1.28602 0.47081
N -2.51578 0.70580 1.40023
H -1.29859 -0.17954 -0.82853
H 0.42167 -0.33392 -0.48771
H -0.11547 0.29300 -2.04386
H 0.66055 2.20758 -0.77252
H -0.24066 1.76783 0.66309
H -1.79047 5.19048 -0.59503
H -0.76702 4.36623 0.62551
H -0.12274 4.68217 -0.98426
H -4.68439 3.75415 0.21215
H -4.11871 3.60852 -1.43921
H -6.03731 1.98572 0.07955
H -5.59042 1.61948 -1.59160
H -4.21074 -0.05088 -0.69754
H -2.08704 1.26056 2.12327
H -2.33989 -0.28737 1.39591
C 4.80798 -3.05685 1.25856
C 3.33856 -3.44390 1.37590
C 2.66164 -3.73486 0.03104
O 2.33487 -2.58142 -0.72707
C 3.38518 -2.06143 -1.52253
N 2.63412 -2.41448 2.14622
H 4.92736 -2.03850 0.88694
H 5.28372 -3.10204 2.23695
H 5.34272 -3.73167 0.58842
H 3.28601 -4.37274 1.95165
H 1.70788 -4.23109 0.22846
H 3.26705 -4.42141 -0.57314
H 4.01405 -2.86160 -1.92189
H 4.01169 -1.35923 -0.96733
H 2.92925 -1.52830 -2.35682
H 1.68231 -2.71862 2.32767
H 2.54300 -1.59237 1.55588

Calculated values
Net charge: +1
HOMO-LUMO gap: 7.584 eV
LUMO: -3.665 eV
DFT total energy: -28081.7356 eV
E_HOMO: -11.2 eV
Spin multiplicity: 1


# 4
The following is a quantum chemistry calculation of a single C3H4N4O molecule, from OMol25.

Atoms and positions in Å:
H 1.06266 -0.56734 -3.03120
N 0.28502 0.20274 -2.48639
C 0.73308 0.07701 -1.27540
N 1.64782 -0.95934 -0.57707
C 1.59525 -0.50501 0.60917
O 0.76762 0.71802 0.95586
N -0.08709 0.76060 -0.22995
N -1.40614 -0.05036 -0.05631
C -1.98992 0.33028 1.24003
H 2.24217 -0.76752 1.47247
H -1.75220 0.75508 2.21920
H -3.09827 0.00583 1.15960

Calculated values
HOMO-LUMO gap: 9.621 eV
Energy above the lowest of the compared OMol25 structures with the same formula, charge and spin: 165.31 kcal per mole
LUMO: -0.165 eV
SMILES: [H]/N=c1\ncon1N=C
DFT total energy: -11176.8005 eV
E_HOMO: -9.8 eV
Spin multiplicity: 1


Calculated values (Eh/bohr) of F_max for the records, taken in order: 0.153; 0.012; 0.012; 0.163.